Formula: C15H32BF2N2O4ReSi4
Source: OMol25
Level of theory: ωB97M-V with the def2-TZVPD basis set

Cartesian coordinates (Å):
Re 0.70524 0.02442 -0.08396
C -2.51536 -1.01913 2.67805
C -2.41856 -1.07896 1.18400
N -1.36472 -1.50573 0.60207
C -2.47543 0.17673 -1.35326
C -3.51751 -0.50311 -0.84883
N -3.56391 -0.67499 0.50890
C -4.64845 -1.14014 -1.63727
O -4.64127 -1.07293 -2.95580
O -5.51397 -1.67957 -1.00950
C -1.64073 -0.42881 -2.41208
O -1.89445 -0.58485 -3.55934
O -0.51169 -0.95162 -1.81014
H -1.54024 -0.76680 3.08828
H -2.78778 -2.00696 3.05741
H -3.26090 -0.29974 3.01128
H -4.47341 -0.80890 0.93471
H -3.82321 -0.70775 -3.33997
F -1.71792 0.92073 -0.48543
B -0.57662 -1.75743 -0.54440
F 0.11706 -2.90952 -0.67026
C 3.39344 -0.89842 -2.12508
Si 2.79977 0.61627 -1.20014
C 4.17803 1.20606 -0.07540
C 2.39245 1.99955 -2.40540
Si 1.53023 0.58459 1.98841
Si 1.36549 2.80010 2.82165
C 2.97509 3.22042 3.64960
C -0.06797 2.82472 4.00728
C 1.03758 3.84166 1.30563
Si 2.49882 -1.24601 3.15173
C 2.79919 -2.56013 1.85408
C 1.28809 -1.82254 4.44152
C 4.08887 -0.64316 3.90203
H 4.10573 -0.59782 -2.89843
H 2.57859 -1.43727 -2.61508
H 3.89825 -1.59429 -1.45081
H 5.08578 1.43014 -0.64586
H 4.42964 0.43716 0.66319
H 3.88644 2.11848 0.45759
H 3.19883 2.07693 -3.14036
H 2.30956 2.95954 -1.88969
H 1.46449 1.82932 -2.95987
H 3.19133 2.53030 4.46820
H 2.93537 4.23188 4.06404
H 3.80574 3.17968 2.94082
H 0.09037 2.13622 4.84076
H -0.99993 2.54859 3.50667
H -0.19640 3.82823 4.42081
H 1.97381 4.20086 0.87125
H 0.41789 4.70994 1.54093
H 0.52009 3.25561 0.54189
H 2.01058 -2.56573 1.09511
H 2.82110 -3.55783 2.30021
H 3.75376 -2.39744 1.34755
H 0.39345 -2.24652 3.97844
H 0.98373 -1.00985 5.10594
H 1.74494 -2.60255 5.05647
H 4.78469 -0.30173 3.13184
H 4.56894 -1.46059 4.44822
H 3.92576 0.17849 4.60261

HOMO (spin up / spin down): -11.77 / -11.50 eV
net charge: +1
orbital gap (spin up / spin down): 6.481 / 6.541 eV
spin multiplicity: 2
energy above the lowest of the compared OMol25 structures with the same formula, charge and spin: 482.0 kJ/mol

How positive or negative is each atom? The Löwdin charges in e answer that: 0.996, 0.026, -0.322, 0.243, -0.085, -0.069, 0.167, -0.440, 0.182, 0.167, -0.378, 0.214, 0.035, 0.069, 0.108, 0.092, 0.172, 0.100, 0.029, -0.918, 0.187, -0.205, 0.333, -0.232, -0.213, 0.517, 0.339, -0.210, -0.217, -0.217, 0.336, -0.204, -0.215, -0.210, 0.040, 0.028, 0.027, 0.044, 0.012, 0.012, 0.041, 0.023, 0.021, 0.025, 0.045, 0.033, 0.032, 0.029, 0.045, 0.037, 0.041, -0.001, 0.003, 0.045, 0.036, 0.025, 0.031, 0.045, 0.030, 0.046, 0.025